1.
Entry from OMol25: C39H70F9GaN3O10S2 as an isolated structure at a distorted geometry (ωB97M-V/def2-TZVPD).

Results
HOMO = -5.27 eV
2S+1 = 1
Kohn-Sham gap = 6.914 eV
charge = -1

Last column: Mulliken charge in e.
Geometry (Å):
C -2.0663 -1.2461 4.6146  -1.311
C -1.0230 -0.8237 3.5545  -0.566
C -1.6515 -0.3125 2.2412  -0.141
C -1.5183 -1.4148 1.1480  -1.155
C -0.1696 -1.2543 0.4049  -0.525
C 0.2058 -2.5520 -0.3328  -0.272
C 1.3330 -2.3221 -1.3650  -0.921
Ga 1.7614 -3.9297 -2.5479  -0.494
C 3.7023 -3.6820 -3.2056  -0.979
C 4.6486 -4.8661 -2.9209  -0.977
C 5.1034 -5.0137 -1.4626  -0.563
S 5.3209 -3.4177 -0.6608  -0.042
C 6.1949 -3.8197 0.8010  0.136
S 6.8078 -5.2944 1.1499  -0.276
N 6.3157 -2.7311 1.6787  0.111
C 6.5645 -1.4069 1.3936  -0.158
C 6.5568 -0.7708 2.6010  -0.486
N 6.3106 -1.6671 3.6208  -0.666
C 6.1833 -2.8231 3.0406  -0.023
C 1.6639 -5.7069 -1.5498  -0.958
C 0.2329 -6.1365 -1.1866  -0.670
C 0.1150 -7.1432 -0.0549  0.849
F 1.0147 -6.9159 0.9328  -0.336
F -1.1087 -7.0197 0.5295  -0.368
C 0.3072 -8.6347 -0.4348  0.529
F 1.5869 -8.9108 -0.7105  -0.272
F 0.0001 -9.3471 0.6823  -0.342
C -0.6216 -9.1856 -1.5615  0.611
F -0.9190 -10.4647 -1.2450  -0.330
F -1.7752 -8.5239 -1.6260  -0.257
C 0.0258 -9.2419 -2.9951  0.595
F 0.9484 -8.3218 -3.1856  -0.140
F -0.9452 -9.0393 -3.8961  -0.258
F 0.5259 -10.4474 -3.2363  -0.298
N 0.4632 -3.8443 -4.0388  -0.263
C 0.0912 -4.9082 -4.4528  0.718
O -0.2741 -5.9787 -4.8208  -0.679
H -1.6616 -1.0661 5.6112  0.353
H -2.3383 -2.2983 4.5297  0.339
H -2.9750 -0.6530 4.4954  0.299
H -0.3588 -0.0855 4.0076  0.447
H -0.4085 -1.6923 3.3093  0.315
H -2.6996 -0.0301 2.3572  0.434
H -1.0764 0.5345 1.8632  0.112
H -2.3425 -1.3395 0.4349  0.416
H -1.5157 -2.4134 1.5919  0.309
H -0.2675 -0.4631 -0.3406  0.328
H 0.5987 -1.0117 1.1430  0.269
H -0.6782 -2.9081 -0.8701  0.173
H 0.5681 -3.2973 0.3826  0.297
H 1.0003 -1.5256 -2.0462  0.470
H 2.2410 -1.9406 -0.8836  0.374
H 3.6203 -3.6140 -4.2991  0.470
H 4.1153 -2.7219 -2.8854  0.548
H 4.1827 -5.7865 -3.2721  0.258
H 5.5581 -4.7230 -3.5205  0.449
H 4.4407 -5.6571 -0.8826  0.355
H 6.0726 -5.5170 -1.4471  0.630
H 6.7346 -1.0230 0.4038  0.418
H 6.7136 0.2853 2.7410  0.381
H 6.0006 -3.7701 3.5184  0.384
H 2.2189 -5.5564 -0.6184  0.538
H 2.2018 -6.4936 -2.0885  0.548
H -0.3105 -6.4871 -2.0661  0.230
H -0.3146 -5.2536 -0.8474  0.081
C -4.4527 4.3159 5.8681  -0.773
O -3.6259 4.8399 4.8555  -0.248
C -2.2838 4.3949 4.9732  -0.749
C -1.5584 4.4971 3.6491  -0.075
O -1.8655 3.4502 2.7413  -0.428
C -3.1403 3.4925 2.1111  -0.348
C -3.2502 4.5531 1.0376  -0.599
O -3.4562 5.8383 1.6056  -0.275
C -3.0794 6.8732 0.7290  -0.354
H -4.1247 4.6503 6.8597  0.317
H -5.4644 4.6764 5.6904  0.229
H -4.4617 3.2201 5.8387  0.316
H -2.2569 3.3539 5.3164  0.363
H -1.7749 5.0284 5.7133  0.419
H -0.4900 4.3888 3.8527  0.384
H -1.7057 5.4770 3.1898  0.049
H -3.9424 3.5804 2.8455  0.185
H -3.2483 2.5194 1.6271  0.336
H -4.1090 4.3226 0.3921  0.418
H -2.3359 4.5478 0.4321  0.333
H -2.0178 6.7959 0.4654  -0.093
H -3.2400 7.8195 1.2435  0.253
H -3.6832 6.8586 -0.1862  0.361
C -4.1206 1.5807 -3.1043  -0.803
O -4.5151 0.3293 -3.6124  -0.163
C -5.6718 0.4095 -4.4250  -0.619
C -5.7578 -0.7785 -5.3601  -0.330
O -4.9099 -0.6875 -6.4944  -0.484
C -3.5168 -0.8973 -6.2807  -0.385
C -3.1379 -2.3388 -6.0258  -0.613
O -3.4309 -2.6962 -4.6900  -0.122
C -3.5605 -4.0916 -4.5185  -0.853
H -4.8953 2.0065 -2.4539  0.333
H -3.2132 1.4304 -2.5223  0.215
H -3.9024 2.2830 -3.9181  0.337
H -5.6604 1.3337 -5.0165  0.353
H -6.5551 0.4169 -3.7699  0.401
H -6.7716 -0.7990 -5.7681  0.397
H -5.6004 -1.7135 -4.8195  0.135
H -3.1375 -0.2486 -5.4899  0.159
H -3.0412 -0.5893 -7.2147  0.400
H -2.0585 -2.4612 -6.1894  0.391
H -3.6811 -2.9875 -6.7249  0.372
H -4.3761 -4.4893 -5.1365  0.369
H -3.8013 -4.2716 -3.4722  0.229
H -2.6275 -4.6075 -4.7630  0.248
C 1.2672 6.9626 -0.4366  -0.694
O 1.6483 7.6418 0.7390  -0.373
C 0.9252 7.1962 1.8743  -0.361
C 1.6778 7.4999 3.1511  -0.525
O 2.7369 6.5954 3.4256  -0.454
C 3.9197 6.7192 2.6489  -0.410
C 4.7741 7.9133 3.0141  -0.566
O 4.2487 9.1048 2.4505  -0.252
C 4.6815 10.2565 3.1349  -0.777
H 0.2134 7.1482 -0.6765  0.220
H 1.8853 7.3360 -1.2509  0.287
H 1.4330 5.8839 -0.3376  0.320
H 0.7444 6.1159 1.8115  0.328
H -0.0424 7.7180 1.8905  0.360
H 0.9774 7.3729 3.9801  0.463
H 2.0225 8.5356 3.1676  0.179
H 3.6968 6.7054 1.5809  0.174
H 4.4981 5.8208 2.8748  0.400
H 5.7886 7.7632 2.6201  0.419
H 4.8245 7.9993 4.1061  0.348
H 4.3701 10.2282 4.1860  0.328
H 4.2166 11.1186 2.6597  0.233
H 5.7712 10.3648 3.0806  0.320

***

2.
Entry from OMol25: C20H26As2CsN15O4 as an isolated structure at a distorted geometry (ωB97M-V/def2-TZVPD).

Results
HOMO = -3.22 eV
2S+1 = 1
Kohn-Sham gap = 7.023 eV
charge = -2

Last column: Mulliken charge in e.
Geometry (Å):
Cs -0.2979 -1.9096 0.8658  1.287
C 1.8281 3.8981 -0.9523  -1.384
As 0.9014 2.3891 -0.1140  0.607
C 1.8569 2.4138 1.5928  -1.034
C -0.7010 3.3404 0.5499  -0.456
C -0.6174 4.6726 0.9467  -0.252
C -1.7044 5.3180 1.5184  -0.725
C -2.8876 4.6194 1.7048  -0.679
C -2.9844 3.2964 1.2960  -0.349
C -1.9029 2.6486 0.7025  0.348
As -2.0069 0.7917 0.0196  0.524
C -3.8361 0.3657 0.6021  -1.320
C -2.4697 1.3039 -1.8250  -1.166
H 2.2372 4.5827 -0.2077  0.354
H 1.1384 4.4392 -1.6005  0.419
H 2.6531 3.4861 -1.5305  0.454
H 1.7946 3.4154 2.0226  0.474
H 2.8975 2.1731 1.3776  0.434
H 1.4088 1.6946 2.2787  0.089
H 0.3159 5.2101 0.8263  0.230
H -1.6201 6.3520 1.8329  0.374
H -3.7410 5.0998 2.1698  0.365
H -3.9191 2.7739 1.4471  0.263
H -4.5563 1.0935 0.2278  0.385
H -3.8680 0.3293 1.6912  0.380
H -4.0721 -0.6249 0.2179  0.269
H -3.2430 2.0719 -1.8145  0.477
H -2.8091 0.4268 -2.3752  0.322
H -1.5683 1.6933 -2.3000  0.258
N 1.2895 -3.0847 4.4817  -0.263
C 0.6615 -1.8763 4.1589  0.523
N -0.3905 -1.4137 4.8329  -0.652
N -0.7178 -0.2870 4.1798  -0.641
N 0.0910 -0.1006 3.1822  -0.011
N 1.0014 -1.1056 3.1418  -0.202
C 1.8098 -3.8749 3.4401  0.258
N 1.3592 -5.0915 3.1609  -0.356
N 2.1485 -5.5066 2.1520  -0.588
N 2.9981 -4.5712 1.8447  -0.326
N 2.8202 -3.5134 2.6559  -0.256
H 0.6792 -3.6360 5.0679  0.285
C 1.1241 -0.3982 -3.5056  -1.056
C -0.1634 -1.1294 -3.3463  0.126
N -0.6626 -1.5299 -2.2043  0.069
C -1.8534 -2.1605 -2.5116  0.377
C -2.0588 -2.1402 -3.8689  -0.040
N -0.9737 -1.4829 -4.3762  0.012
C -3.1231 -2.6406 -4.8150  0.656
O -4.0718 -3.2863 -4.2800  -0.798
O -2.9221 -2.4222 -6.0146  -0.759
C -2.7402 -2.6810 -1.4330  0.167
O -3.8208 -3.3039 -1.8032  -0.623
O -2.4361 -2.4886 -0.2628  -0.524
H 1.3908 0.0677 -2.5582  0.038
H 1.0442 0.3840 -4.2624  0.357
H 1.9320 -1.0712 -3.7990  0.346
H -0.8833 -1.3122 -5.3654  0.211
H -3.9551 -3.3005 -2.8572  0.426
N 3.5883 -1.0182 1.3299  -0.277
C 4.4196 -1.4831 0.3964  0.395
N 4.8747 -2.7493 0.5399  -0.379
N 4.8787 -0.7967 -0.6552  -0.811
C 4.4568 0.4527 -0.7580  0.678
N 4.1190 1.5524 -0.9258  -0.613
H 3.1344 -1.6845 1.9646  0.420
H 3.0990 -0.1572 1.1430  0.167
H 4.3147 -3.4275 1.0568  0.454
H 5.3111 -3.0960 -0.2973  0.266

***

3.
Entry from OMol25: a 2-piece molecular cluster, C3H10N2O overall at a distorted geometry (ωB97M-V/def2-TZVPD).

Results
HOMO (alpha / beta) = 1.37 / -4.98 eV
2S+1 = 2
Kohn-Sham gap (alpha / beta) = 1.632 / 7.884 eV
energy relative to the best compared isomer or geometry (same formula, charge and spin) = 185.28 kJ/mol
charge = -1

Last column: Mulliken spin population.
Geometry (Å):
C 1.9508 -1.4625 -2.2870  2.257
C 1.9795 -1.6009 -0.7656  0.725
N 0.8129 -0.8485 -0.1518  -0.637
C -0.0568 -0.0396 -0.9038  0.990
N -1.2888 0.1828 -0.6979  -0.350
H 0.9688 -1.6396 -2.6008  0.119
H 2.3059 -0.4505 -2.5501  -0.186
H 2.4781 -2.2571 -2.8094  -1.551
H 2.9632 -1.2768 -0.3386  -0.543
H 1.8528 -2.6585 -0.4652  0.110
H 0.4240 -1.2125 0.6451  0.172
H 0.5619 0.5053 -1.6681  -0.097
H -1.7821 0.1672 -1.6197  -0.050
H -2.4422 3.5386 3.4365  -0.039
H -3.3341 3.5947 4.8030  -0.032
O -2.9882 3.1209 4.1067  0.111

***

4.
Entry from OMol25: one molecule with the formula CH4N2O3 at a distorted geometry (ωB97M-V/def2-TZVPD).

Results
HOMO = -9.60 eV
structure (SMILES) = O=C(NO)NO
2S+1 = 1
Kohn-Sham gap = 10.058 eV
energy relative to the best compared isomer or geometry (same formula, charge and spin) = 101.11 kJ/mol
charge = 0

Last column: Mulliken charge in e.
Geometry (Å):
C 0.7511 -0.1932 -0.4641  0.516
H -0.8408 1.1668 0.9442  0.410
H 1.6182 0.2152 1.3154  0.284
H -0.6291 -0.8109 -1.8461  0.273
H -1.4223 -1.1141 0.3082  0.366
N 0.6905 0.1961 0.8777  -0.223
N -0.5220 -0.1964 -1.0684  -0.156
O 0.0911 1.4317 1.1415  -0.400
O 1.8045 -0.4544 -1.0685  -0.593
O -1.5413 -0.2409 -0.1400  -0.476